# C43H67BCaF2N6O8P2Si

A structure of composition C43H67BCaF2N6O8P2Si (wB97M-V/def2-TZVPD, OMol25).

Positions of all 131 atoms, in Å:
H1 3.049 0.887 5.012
H2 1.461 -5.234 0.401
C1 -2.196 1.465 4.732
C2 0.167 -3.726 -1.487
O1 -5.925 -0.294 -1.053
H3 1.998 2.656 -4.517
C3 -0.709 -2.239 4.157
H4 1.352 -3.811 3.550
C4 -0.043 4.464 -2.394
O2 -1.425 -2.035 1.020
H5 -3.670 -0.847 -3.484
H6 1.836 -4.850 -3.302
H7 3.991 3.092 1.656
C5 0.650 3.193 -2.905
C6 -1.164 -4.668 4.332
H8 -1.501 -8.070 0.307
H9 -0.003 -2.350 4.993
C7 -1.164 -1.120 -3.076
H10 0.681 5.259 -2.199
H11 -3.876 -4.741 3.699
C8 0.591 -3.811 2.757
H12 -1.628 2.199 5.309
C9 2.294 -4.036 -2.733
C10 -6.456 -2.594 3.311
C11 3.147 2.652 -0.273
N1 2.683 -0.928 0.371
C12 3.648 -2.833 -0.151
H13 -4.217 3.061 -3.624
C13 -4.408 -3.853 3.376
H14 3.841 1.399 3.513
C14 -3.549 -5.718 -1.003
H15 -0.359 -1.421 3.528
H16 -2.640 -0.442 2.811
O3 -4.143 2.799 0.371
C15 5.115 -1.104 1.051
H17 2.231 4.308 -3.928
N2 1.348 1.611 -1.081
H18 -2.066 -4.424 4.897
C16 -1.700 -6.054 1.026
H19 -0.961 -6.213 1.802
H20 -1.655 -2.106 -3.177
H21 -0.776 4.834 -3.119
O4 -5.723 2.210 -1.649
C17 -5.728 -3.688 3.769
H22 0.076 1.248 -3.676
H23 -4.818 1.457 -4.104
C18 -5.854 -1.679 2.460
C19 2.307 -2.820 -0.580
H24 3.114 4.321 -1.699
H25 -3.841 0.860 2.705
H26 -3.111 1.664 -3.721
C20 -4.120 1.987 -3.458
H27 3.501 -0.306 3.789
H28 -1.331 -5.626 3.834
H29 0.001 -2.873 -2.132
H30 0.829 3.918 -4.939
C21 1.752 0.860 3.345
O5 -4.569 -0.873 -3.092
H31 -0.352 -4.810 5.060
H32 -7.494 -2.471 3.601
H33 0.496 1.424 5.051
F1 -2.077 -0.330 -3.947
H34 5.880 -1.876 0.958
C22 -3.767 -2.923 2.548
H35 -0.994 1.862 -2.435
Ca1 -1.062 -0.411 -0.497
H36 -1.993 0.472 5.136
Si1 -2.001 -3.213 1.902
H37 -0.310 -4.601 -1.938
H38 -1.683 -1.961 4.576
B1 2.498 0.491 0.934
H39 5.052 2.156 0.611
P1 -4.555 -0.192 -1.646
C23 -0.388 2.153 -3.290
C24 0.596 1.205 4.001
C25 -1.858 1.532 3.238
H40 2.977 -5.468 -0.482
H41 4.375 -3.621 -0.262
C26 -3.243 -4.670 -0.149
N3 1.731 -1.661 -0.268
H42 5.002 -0.858 2.107
C27 -0.411 1.151 3.021
C28 -0.795 -3.544 3.360
C29 1.557 2.707 -1.801
H43 -1.366 3.645 3.308
N4 2.332 1.582 -0.145
C30 -2.802 0.589 2.501
C31 3.115 0.704 3.939
P2 -3.243 2.484 -0.890
H44 3.536 0.740 1.468
H45 -0.527 4.255 -1.436
H46 5.474 -0.206 0.544
C32 1.657 -3.951 -1.338
H47 -6.219 1.397 -1.372
N5 1.438 0.631 2.050
C33 4.307 2.952 0.620
C34 3.847 -1.614 0.445
H48 1.453 -6.097 -1.138
C35 -2.001 -7.116 0.177
H49 4.782 3.874 0.281
C36 -4.434 1.660 -2.005
H50 -6.199 -4.423 4.413
H51 -6.416 -0.851 2.046
C37 1.482 3.543 -4.146
H52 -2.663 0.635 1.427
C38 1.908 -5.267 -0.592
H53 -1.049 2.554 -4.065
H54 -4.072 -1.137 1.405
H55 -4.268 -5.570 -1.801
O6 -1.947 1.827 -0.600
O7 -3.339 -0.621 -0.884
H56 2.132 -3.104 -3.278
H57 0.645 -4.780 2.254
H58 -3.157 -7.772 -1.511
N6 0.104 0.797 1.847
F2 -0.044 -1.257 -3.940
H59 -3.728 -3.710 -0.299
C39 -2.037 2.979 2.757
H60 -3.259 1.681 4.870
O8 -3.000 3.946 -1.512
H61 -0.303 -3.526 -0.527
H62 -3.068 3.311 2.904
H63 0.856 -3.042 2.026
H64 -1.798 3.056 1.696
C40 -2.926 -6.951 -0.842
C41 -2.307 -4.808 0.886
C42 2.692 3.398 -1.334
C43 -4.522 -1.841 2.094
H65 3.370 -4.220 -2.668
H66 -5.068 2.737 0.049
H67 -2.160 3.977 -1.992

For the HOMO energy, the calculation gives -2.68 eV. The total charge is -2. The calculation puts the gap between HOMO and LUMO at 6.72 eV. As for the LUMO energy: 4.05 eV. For the electronic energy, the calculation gives -4484.2208 a.u. For the energy above the lowest of the compared OMol25 structures with the same formula, charge and spin, the calculation gives 0.000 eV.